# 1
Below is the molecule CH8N4 at a distorted geometry, with properties calculated with wB97M-V/def2-TZVPD.

- LUMO (eV) = 0.907
- E (Ha) = -261.77243
- total charge = 0
- HOMO-LUMO gap (eV) = 9.10
- multiplicity = 1
- HOMO energy (eV) = -8.19
- max |F| (eV Å⁻¹) = 4.18
- structure (SMILES) = NCN(N)N

The geometry in XYZ format:
```
13
Properties=species:S:1:pos:R:3:nbo_charge:R:1
N -1.723 0.680 0.310 -0.8829
C -0.781 0.584 -0.757 -0.0631
N 0.270 -0.311 -0.067 -0.2339
N 0.383 -1.687 -0.342 -0.6348
N 1.330 0.276 0.693 -0.6654
H -1.515 1.466 0.921 0.3355
H -1.059 -0.262 0.798 0.4005
H -0.298 1.525 -1.044 0.1790
H -1.162 -0.035 -1.573 0.2010
H 1.210 -1.836 -0.914 0.3292
H 0.545 -2.162 0.546 0.3551
H 0.904 0.921 1.361 0.3463
H 1.897 0.843 0.068 0.3335
```

***

# 2
Below is a structure of composition C33H28N5NdS at a distorted geometry, with properties calculated with wB97M-V/def2-TZVPD.

- LUMO (alpha / beta) (eV) = -6.069 / -6.034
- E (Ha) = -2507.28346
- total charge = +2
- HOMO-LUMO gap (alpha / beta) (eV) = 7.11 / 7.14
- multiplicity = 4
- HOMO energy (alpha / beta) (eV) = -13.18 / -13.18
- max |F| (eV Å⁻¹) = 3.77

The geometry in XYZ format:
```
68
Properties=species:S:1:pos:R:3:mulliken_spin:R:1
Nd 0.524 -0.726 0.972 3.0248
C 0.050 -1.089 4.369 -0.0011
C -1.328 -1.074 3.863 -0.0001
C -2.368 -0.867 4.729 0.0001
C -3.645 -1.078 4.208 -0.0006
C -3.758 -1.554 2.904 0.0015
C -2.668 -1.707 2.073 0.0005
N -1.412 -1.475 2.603 0.0005
C -2.732 -2.108 0.685 -0.0013
C -3.896 -2.670 0.165 -0.0031
C -3.893 -2.985 -1.182 0.0013
C -2.712 -2.813 -1.881 -0.0024
C -1.602 -2.302 -1.291 -0.0068
N -1.648 -1.931 -0.036 0.0006
C -0.280 -2.309 -1.958 0.0038
C -0.117 -2.511 -3.305 0.0000
C 1.207 -2.607 -3.811 0.0002
C 2.280 -2.604 -2.978 -0.0005
C 2.081 -2.627 -1.590 -0.0004
C 3.220 -2.707 -0.685 0.0022
N 0.824 -2.346 -1.146 0.0006
H 0.814 -0.949 3.562 0.0009
H 0.242 -2.032 4.867 -0.0001
H 0.216 -0.277 5.071 0.0002
H -2.196 -0.469 5.753 0.0000
H -4.479 -0.950 4.870 -0.0001
H -4.706 -1.881 2.497 0.0001
H -4.827 -2.833 0.700 -0.0002
H -4.806 -3.361 -1.685 0.0003
H -2.680 -3.121 -2.885 -0.0002
H -0.953 -2.607 -3.970 0.0000
H 1.354 -2.640 -4.896 -0.0001
H 3.325 -2.568 -3.347 -0.0001
H 3.863 -1.938 -0.986 0.0004
H 3.588 -3.709 -0.788 0.0001
H 2.900 -2.585 0.369 -0.0027
S 1.978 2.345 -2.715 0.0000
C 0.333 2.179 -2.884 -0.0008
C -0.455 2.720 -3.917 0.0001
C -1.819 2.584 -3.916 0.0000
C -2.451 1.946 -2.775 0.0006
C -1.686 1.371 -1.783 -0.0007
C -0.278 1.460 -1.846 0.0022
N 0.685 0.905 -0.941 -0.0039
C 1.889 1.252 -1.289 -0.0050
C 2.992 1.078 -0.338 0.0013
C 4.233 1.600 -0.629 -0.0009
C 5.238 1.662 0.345 0.0010
C 4.938 1.232 1.629 -0.0017
C 3.727 0.618 1.864 0.0045
C 2.709 0.513 0.897 -0.0167
H 0.064 3.212 -4.839 0.0000
H -2.361 2.876 -4.771 0.0000
H -3.501 1.819 -2.749 0.0001
H -2.009 0.671 -1.034 0.0008
H 4.463 2.143 -1.573 -0.0001
H 6.146 2.197 0.215 0.0001
H 5.715 1.213 2.399 -0.0002
H 3.544 0.161 2.851 -0.0003
C 0.309 4.806 1.365 0.0000
C -1.033 4.042 1.246 0.0001
C -0.806 2.623 1.496 0.0004
N -0.706 1.476 1.509 0.0005
H 0.157 5.734 0.779 0.0000
H 1.132 4.360 0.882 0.0000
H 0.371 5.043 2.430 0.0000
H -1.548 3.801 0.264 0.0001
H -1.754 4.367 1.989 0.0000
```

***

# 3
Below is a cluster of 13 separate species, C36H106N8O13 in total at a distorted geometry, with properties calculated with wB97M-V/def2-TZVPD.

- LUMO (eV) = 0.296
- E (Ha) = -2850.99117
- total charge = 0
- HOMO-LUMO gap (eV) = 9.39
- multiplicity = 1
- HOMO energy (eV) = -9.10
- max |F| (eV Å⁻¹) = 3.09

The geometry in XYZ format:
```
163
Properties=species:S:1:pos:R:3:mulliken_charge:R:1
O 23.898 -19.881 1.675 -0.6344
H 24.263 -19.708 2.543 0.3196
H 24.302 -20.706 1.405 0.3178
O 18.908 -6.917 1.415 -0.6407
H 18.522 -7.560 0.820 0.3192
H 18.325 -6.160 1.359 0.3164
O 21.017 -17.409 -1.249 -0.6387
H 21.683 -17.876 -0.745 0.3204
H 21.145 -17.706 -2.150 0.3153
C 12.032 -13.723 -0.484 -1.0441
C 11.006 -12.915 -1.289 -0.1610
O 11.602 -11.705 -1.722 -0.5199
H 11.510 -14.501 0.073 0.3348
H 12.526 -13.203 0.337 0.3093
H 12.760 -14.188 -1.148 0.2645
H 10.110 -12.629 -0.739 0.2907
H 10.718 -13.548 -2.128 0.2271
H 10.917 -11.147 -2.096 0.2982
C 24.274 -9.771 2.037 -0.9410
C 24.326 -9.056 3.397 -0.2054
O 23.595 -7.859 3.271 -0.4996
H 24.462 -10.837 2.164 0.2948
H 24.977 -9.321 1.336 0.2397
H 23.229 -9.675 1.743 0.3025
H 25.348 -8.914 3.748 0.2804
H 23.921 -9.707 4.172 0.2334
H 22.774 -8.051 2.812 0.2944
C 16.599 -25.673 6.151 -1.4804
C 15.665 -25.756 4.911 0.6156
C 16.421 -25.387 3.610 -0.8367
O 17.210 -24.200 3.726 -0.2973
C 18.002 -24.068 2.590 -0.8021
N 15.090 -27.038 4.760 -0.7286
H 16.094 -25.564 7.111 0.4040
H 17.246 -24.798 6.094 0.3301
H 17.312 -26.497 6.166 0.3652
H 14.869 -25.035 5.096 0.2069
H 15.749 -25.221 2.769 0.3765
H 17.041 -26.224 3.289 0.4038
H 18.470 -24.992 2.252 0.3229
H 18.866 -23.444 2.820 0.2778
H 17.508 -23.753 1.671 0.3164
H 14.374 -26.831 4.078 0.2665
H 14.713 -27.270 5.667 0.2594
C 17.770 -13.488 4.427 -1.2926
C 18.936 -14.180 3.598 0.3384
C 19.973 -15.029 4.382 -0.6576
O 19.318 -15.969 5.318 -0.3796
C 19.057 -17.302 4.826 -0.6355
N 18.283 -14.921 2.520 -0.6867
H 17.154 -12.797 3.850 0.3663
H 18.251 -13.022 5.286 0.3600
H 17.114 -14.248 4.851 0.2579
H 19.478 -13.375 3.103 0.3331
H 20.738 -14.456 4.906 0.3611
H 20.547 -15.709 3.752 0.3887
H 19.976 -17.794 4.506 0.2668
H 18.299 -17.193 4.051 0.2275
H 18.718 -17.956 5.629 0.2475
H 18.976 -15.147 1.820 0.2796
H 18.033 -15.846 2.839 0.2251
C 23.110 -25.679 6.265 -1.3702
C 24.153 -26.601 6.889 0.3960
C 23.483 -27.963 7.332 -0.7276
O 24.404 -28.852 7.943 -0.3052
C 24.132 -30.215 7.793 -0.7474
N 25.153 -26.835 5.852 -0.7150
H 22.719 -26.112 5.344 0.3467
H 23.456 -24.654 6.132 0.3176
H 22.248 -25.596 6.927 0.3595
H 24.525 -26.014 7.729 0.2739
H 22.944 -28.407 6.496 0.3755
H 22.702 -27.718 8.051 0.3395
H 23.668 -30.561 6.869 0.3232
H 23.456 -30.430 8.621 0.3042
H 24.962 -30.881 8.032 0.2587
H 24.715 -27.223 5.029 0.2701
H 25.684 -27.604 6.235 0.3005
C 20.377 -12.917 12.418 -1.3020
C 21.641 -12.463 13.178 0.4216
C 21.733 -13.206 14.569 -0.6849
O 20.859 -12.656 15.568 -0.3388
C 20.644 -13.547 16.712 -0.7042
N 22.814 -12.698 12.219 -0.7142
H 19.455 -12.774 12.982 0.3363
H 20.427 -13.969 12.135 0.2948
H 20.134 -12.342 11.525 0.3490
H 21.648 -11.390 13.367 0.2795
H 22.719 -13.028 15.000 0.3208
H 21.701 -14.287 14.432 0.3752
H 21.513 -13.718 17.347 0.2915
H 20.389 -14.536 16.331 0.3140
H 19.845 -13.178 17.355 0.2556
H 22.762 -11.953 11.539 0.2580
H 23.644 -12.473 12.748 0.2512
C 12.711 -1.764 7.798 -1.4631
C 14.159 -2.134 7.601 0.5027
C 14.253 -3.170 6.443 -0.7719
O 13.781 -4.521 6.886 -0.3194
C 13.950 -5.488 5.838 -0.7333
N 14.798 -0.858 7.338 -0.7899
H 12.583 -1.184 8.711 0.4588
H 12.131 -2.665 8.001 0.3289
H 12.263 -1.155 7.013 0.3674
H 14.676 -2.514 8.482 0.2586
H 15.256 -3.219 6.018 0.4300
H 13.592 -2.951 5.605 0.2885
H 14.999 -5.652 5.593 0.2958
H 13.426 -5.250 4.912 0.3039
H 13.520 -6.447 6.127 0.2632
H 14.312 -0.369 6.600 0.2761
H 14.434 -0.389 8.155 0.3041
C 23.928 -20.107 11.413 -1.4267
C 24.134 -18.645 11.835 0.6015
C 25.390 -18.468 12.705 -0.6634
O 25.160 -18.962 14.021 -0.3111
C 26.298 -18.814 14.833 -0.7218
N 24.194 -17.826 10.628 -0.8194
H 24.837 -20.469 10.934 0.3286
H 23.153 -20.328 10.679 0.3726
H 23.660 -20.747 12.254 0.3179
H 23.247 -18.273 12.348 0.2537
H 25.666 -17.414 12.692 0.3524
H 26.213 -18.984 12.210 0.3322
H 26.560 -17.756 14.839 0.3039
H 27.144 -19.388 14.456 0.3033
H 26.079 -19.156 15.845 0.2403
H 23.272 -17.690 10.239 0.2712
H 24.372 -16.866 10.886 0.2614
C 18.006 -9.765 -4.343 -1.2586
C 18.434 -10.928 -3.441 0.4129
C 20.003 -11.163 -3.422 -0.7525
O 20.439 -11.477 -4.783 -0.3126
C 21.761 -12.007 -4.821 -0.7457
N 17.999 -10.664 -2.092 -0.6191
H 18.257 -8.775 -3.963 0.3049
H 16.965 -9.944 -4.612 0.3592
H 18.483 -9.832 -5.321 0.3349
H 18.061 -11.913 -3.723 0.2817
H 20.298 -11.920 -2.695 0.3786
H 20.351 -10.219 -3.003 0.3044
H 22.281 -11.980 -5.779 0.2593
H 21.741 -12.993 -4.357 0.2845
H 22.360 -11.388 -4.153 0.3075
H 16.993 -10.573 -2.080 0.2449
H 18.158 -11.489 -1.532 0.2222
C 16.818 -19.649 11.578 -1.3013
C 16.532 -20.146 13.024 0.2188
C 17.373 -21.435 13.323 -0.5878
O 17.285 -22.536 12.349 -0.2921
C 17.805 -23.778 12.677 -0.6996
N 16.915 -18.994 13.784 -0.7549
H 16.520 -20.410 10.857 0.2812
H 17.903 -19.558 11.532 0.3508
H 16.321 -18.709 11.341 0.4146
H 15.490 -20.425 13.179 0.3159
H 17.157 -21.839 14.312 0.3721
H 18.427 -21.156 13.337 0.2815
H 17.807 -23.996 13.745 0.2895
H 18.853 -23.791 12.377 0.2750
H 17.349 -24.602 12.130 0.2346
H 16.485 -18.132 13.480 0.2867
H 17.868 -18.855 13.480 0.3151
```